Record 1
Molecular formula: C3H2FO2Ru
Method: DFT, ωB97M-V/def2-TZVPD

XYZ file:
```
9
C3H2FO2Ru (ωB97M-V/def2-TZVPD)
F -1.729 0.980 1.399
O 1.202 -1.001 -0.100
O -1.803 -1.169 0.790
C 0.739 0.018 -0.761
C -0.481 0.555 -0.348
C -1.189 -0.141 0.691
H 0.956 0.078 -1.841
H -0.640 1.607 -0.577
Ru 2.945 -0.928 0.749
```

Multiplicity: 7
E_tot (hartree): -460.18634
Orbital gap (spin up / spin down) (eV): 6.13 / 6.54
Relative energy (zero: lowest compared OMol25 entry of this formula, charge and spin) (kcal per mole): 0.0
Charge: +1
Largest force on an atom (eV/A): 6.40

=====

Record 2
Molecular formula: C3H2FO2Yb
Method: DFT, ωB97M-V/def2-TZVPD

XYZ file:
```
9
C3H2FO2Yb (ωB97M-V/def2-TZVPD)
C 1.522 0.435 0.040
C -1.670 0.088 0.035
O 1.067 1.261 0.802
O 0.571 -0.501 -0.518
C -0.627 -0.736 0.088
H -2.600 -0.061 0.582
F -1.673 1.182 -0.750
H -0.702 -1.634 0.704
Yb 4.111 -0.035 -0.984
```

Multiplicity: 2
E_tot (hartree): -1524.39093
Orbital gap (spin up / spin down) (eV): 6.09 / 6.63
Relative energy (zero: lowest compared OMol25 entry of this formula, charge and spin) (kcal per mole): 0.0
Largest force on an atom (eV/A): 1.35

=====

Record 3
Molecular formula: C3H2FO2Yb
Method: DFT, ωB97M-V/def2-TZVPD

XYZ file:
```
9
C3H2FO2Yb (ωB97M-V/def2-TZVPD)
H -2.777 -1.127 -0.697
F 0.874 1.803 0.554
O 1.821 -0.124 0.209
O -2.165 -0.722 -1.343
C 0.774 0.506 0.350
C -0.538 -0.043 0.339
C -1.130 -0.168 -0.873
H -1.071 -0.180 1.282
Yb 4.214 0.054 0.180
```

Multiplicity: 3
E_tot (hartree): -1523.18630
Orbital gap (spin up / spin down) (eV): 10.17 / 7.11
Relative energy (zero: lowest compared OMol25 entry of this formula, charge and spin) (kcal per mole): 0.0
Charge: +3
Largest force on an atom (eV/A): 5.03

=====

Record 4
Molecular formula: C3H2FOP
Method: DFT, ωB97M-V/def2-TZVPD

XYZ file:
```
8
C3H2FOP (ωB97M-V/def2-TZVPD)
C 0.591 1.138 0.546
C -0.597 1.100 0.254
C -1.939 0.982 -0.068
O -2.850 1.696 -0.176
F -3.038 -1.257 -1.536
P -2.273 -1.335 -0.102
H 1.556 0.991 0.945
H -0.890 -1.257 -0.726
```

Multiplicity: 1
E_tot (hartree): -631.85196
Orbital gap (eV): 8.22
Relative energy (zero: lowest compared OMol25 entry of this formula, charge and spin) (kcal per mole): 26.7
Largest force on an atom (eV/A): 4.43

=====

Record 5
Molecular formula: C3H2FP
Method: DFT, ωB97M-V/def2-TZVPD

XYZ file:
```
7
C3H2FP (ωB97M-V/def2-TZVPD)
C 1.186 -0.504 -1.149
C 1.271 -0.178 -0.018
C -1.580 0.618 0.838
F 1.278 0.180 1.231
P -2.512 -0.139 -0.184
H 1.175 -1.003 -2.078
H -0.818 1.026 1.361
```

Multiplicity: 1
E_tot (hartree): -556.54249
Orbital gap (eV): 10.24
Relative energy (zero: lowest compared OMol25 entry of this formula, charge and spin) (kcal per mole): 31.7
Structure (SMILES): C#CF.C#P
Largest force on an atom (eV/A): 5.89

=====

Record 6
Molecular formula: C3H2FP
Method: DFT, ωB97M-V/def2-TZVPD

XYZ file:
```
7
C3H2FP (ωB97M-V/def2-TZVPD)
C -2.302 0.185 -0.135
C -3.458 -0.077 0.069
C -0.783 0.048 0.034
F -4.747 -0.142 0.100
P 0.117 1.458 -0.034
H -0.426 -0.966 0.083
H 1.382 0.854 0.071
```

Multiplicity: 1
E_tot (hartree): -556.58115
Orbital gap (eV): 9.01
Relative energy (zero: lowest compared OMol25 entry of this formula, charge and spin) (kcal per mole): 7.4
Structure (SMILES): [H]/P=C/C#CF
Largest force on an atom (eV/A): 3.25

=====

Record 7
Molecular formula: C3H2HoO3
Method: DFT, ωB97M-V/def2-TZVPD

XYZ file:
```
9
C3H2HoO3 (ωB97M-V/def2-TZVPD)
C -6.556 -0.238 -0.020
C -5.360 -0.767 -0.141
O -4.278 -1.203 -0.128
H -7.380 -0.959 0.055
H -6.683 0.836 -0.154
C -0.725 -0.611 0.212
O -1.148 0.466 0.310
O -0.194 -1.643 0.203
Ho 3.826 1.319 -0.289
```

Multiplicity: 6
E_tot (hartree): -1288.50089
Orbital gap (spin up / spin down) (eV): 4.62 / 2.94
Relative energy (zero: lowest compared OMol25 entry of this formula, charge and spin) (kcal per mole): 9.4
Charge: +2
Largest force on an atom (eV/A): 7.49

=====

Record 8
Molecular formula: C3H2IN
Method: DFT, ωB97M-V/def2-TZVPD

XYZ file:
```
7
C3H2IN (ωB97M-V/def2-TZVPD)
C 0.083 -1.813 -1.928
C -1.175 0.056 1.100
C -0.475 -0.246 -0.006
N -0.270 -0.932 -1.210
I 2.936 1.944 0.110
H -1.678 0.590 1.845
H 0.578 0.401 0.088
```

Multiplicity: 1
E_tot (hartree): -467.73092
Orbital gap (spin up / spin down) (eV): 9.53 / 5.76
Relative energy (zero: lowest compared OMol25 entry of this formula, charge and spin) (kcal per mole): 112.4
Largest force on an atom (eV/A): 5.62

=====

Record 9
Molecular formula: C3H2INO2
Method: DFT, ωB97M-V/def2-TZVPD

XYZ file:
```
9
C3H2INO2 (ωB97M-V/def2-TZVPD)
C 0.382 0.813 -0.063
C -0.702 0.012 0.477
C 1.461 0.146 -0.868
N -1.378 -0.915 -0.127
O 0.651 0.754 -1.565
O 2.429 -0.538 -0.707
I -2.809 -1.947 0.889
H 0.665 1.724 0.397
H -0.700 -0.048 1.568
```

Multiplicity: 1
E_tot (hartree): -618.33606
Orbital gap (eV): 9.16
Relative energy (zero: lowest compared OMol25 entry of this formula, charge and spin) (kcal per mole): 57.6
Structure (SMILES): O=C1O[C@H]1/C=N/I
Largest force on an atom (eV/A): 5.99

=====

Record 10
Molecular formula: C3H2INS
Method: DFT, ωB97M-V/def2-TZVPD

XYZ file:
```
8
C3H2INS (ωB97M-V/def2-TZVPD)
C -0.683 1.251 0.118
C 1.285 -1.732 0.192
C -1.754 0.691 0.132
N 1.693 -0.853 -0.408
S 0.612 2.309 -0.284
I -3.339 -0.515 0.537
H 1.289 1.360 -1.014
H 0.897 -2.510 0.728
```

Multiplicity: 1
E_tot (hartree): -866.03679
Orbital gap (eV): 8.89
Relative energy (zero: lowest compared OMol25 entry of this formula, charge and spin) (kcal per mole): 57.6
Structure (SMILES): SC#CI.C#N
Largest force on an atom (eV/A): 2.03

=====

Record 11
Molecular formula: C3H2INS
Method: DFT, ωB97M-V/def2-TZVPD

XYZ file:
```
8
C3H2INS (ωB97M-V/def2-TZVPD)
C -0.058 0.221 -0.847
C 0.141 -0.947 -0.111
C -0.011 -0.115 -2.142
N 0.405 -2.033 -0.824
S 0.240 -1.790 -2.415
I -0.526 1.427 -4.177
H -0.251 1.193 -0.594
H 0.100 -0.906 0.935
```

Multiplicity: 1
E_tot (hartree): -866.07987
Orbital gap (spin up / spin down) (eV): 8.11 / 8.11
Relative energy (zero: lowest compared OMol25 entry of this formula, charge and spin) (kcal per mole): 30.6
Structure (SMILES): Ic1ccns1
Largest force on an atom (eV/A): 4.24

=====

Record 12
Molecular formula: C3H2LiO3Tl
Method: DFT, ωB97M-V/def2-TZVPD

XYZ file:
```
10
C3H2LiO3Tl (ωB97M-V/def2-TZVPD)
C 0.636 1.114 1.396
C 1.773 0.408 1.815
O 2.685 -0.183 2.110
H -0.136 1.081 2.180
H 0.904 2.161 1.185
O 0.522 -0.562 -0.515
C -0.071 0.409 -0.085
O -1.041 1.028 -0.488
Tl -2.427 2.464 -0.551
Li 0.477 -1.590 -2.091
```

Multiplicity: 2
E_tot (hartree): -519.98315
Orbital gap (spin up / spin down) (eV): 11.30 / 5.83
Relative energy (zero: lowest compared OMol25 entry of this formula, charge and spin) (kcal per mole): 55.9
Charge: +3
Largest force on an atom (eV/A): 7.15